Record 1
The following is a DFT calculation (ωB97M-V with the def2-TZVPD basis set) of a gas-phase ion, C22H28FOSi (charge +1) at a distorted geometry.

```
53
Properties=species:S:1:pos:R:3:lowdin_charge:R:1
C -2.2045 1.5241 0.1604 -0.156
Si -2.1439 -0.3007 0.4840 0.456
C -3.6171 -0.8590 1.4572 -0.135
C -1.9911 -1.1633 -1.1568 -0.138
O -0.8160 -0.6202 1.4610 -0.003
C 0.2786 -1.0781 1.9933 -0.094
C 0.6074 -2.5282 1.9748 -0.214
C 1.2117 -2.8710 3.3495 -0.114
C 2.4462 -2.0070 3.5623 -0.176
C 2.0077 -0.5627 3.7588 -0.165
C 1.2408 -0.0866 2.5218 -0.069
H -3.0969 1.7253 -0.4512 0.056
H -2.2833 2.0952 1.0934 0.046
H -1.3209 1.8677 -0.3922 0.046
H -4.3943 -0.0899 1.3351 0.052
H -4.0128 -1.8086 1.0781 0.050
H -3.4143 -0.9641 2.5306 0.032
H -2.8791 -1.7843 -1.3370 0.050
H -1.9637 -0.3923 -1.9393 0.049
H -1.0940 -1.7863 -1.2641 0.030
H 1.4526 -2.5195 1.2585 0.185
H 0.4540 -2.6533 4.1151 0.131
H 1.4509 -3.9392 3.4212 0.136
H 3.0149 -2.3724 4.4224 0.128
H 3.0997 -2.0780 2.6790 0.130
H 1.3585 -0.4810 4.6443 0.130
H 2.8706 0.0895 3.9384 0.128
H 1.9819 0.0959 1.7192 0.168
H 0.7201 0.8585 2.7352 0.146
F 2.8923 -6.3438 -0.5702 0.046
C 1.6935 -5.6695 -0.6518 -0.221
C 0.9409 -5.7615 -1.8193 0.004
C -0.3043 -5.1256 -1.8666 -0.045
C -0.7738 -4.4191 -0.7579 -0.037
C 0.0334 -4.2852 0.3787 -0.189
C -0.4525 -3.4135 1.5273 -0.205
C -1.1305 -4.2191 2.6565 -0.171
C -1.9305 -3.4935 3.5510 -0.052
C -2.6041 -4.1446 4.5884 -0.061
C -2.4364 -5.5212 4.7697 -0.071
C -1.6082 -6.2418 3.9060 -0.055
C -0.9870 -5.6025 2.8233 -0.012
C 1.2712 -4.9290 0.4573 0.034
H 1.3218 -6.3219 -2.6664 0.125
H -0.9169 -5.1548 -2.7715 0.118
H -1.7575 -3.9397 -0.7606 0.109
H -1.2652 -2.8245 1.0872 0.115
H -1.9892 -2.4042 3.4376 0.101
H -3.2473 -3.5572 5.2458 0.111
H -2.9506 -6.0272 5.5859 0.110
H -1.4394 -7.3065 4.0591 0.112
H -0.3474 -6.1798 2.1537 0.115
H 1.8959 -4.8805 1.3520 0.134
```

Calculated values
net charge = +1
total energy = -1319.529253 Ha
HOMO level = -11.85 eV
LUMO energy = -4.51 eV

Record 2
The following is a DFT calculation (ωB97M-V with the def2-TZVPD basis set) of a single C3H3NO2 molecule.

```
9
Properties=species:S:1:pos:R:3:lowdin_charge:R:1
O -1.5817 -1.4563 -0.0838 -0.034
C -0.8279 -0.5217 0.3763 -0.557
N -1.1195 0.5577 1.0789 0.158
O -0.0149 1.4307 0.8309 0.005
C 0.8185 0.9177 -0.0179 -0.069
C 0.4560 -0.3774 -0.3680 -0.036
H -0.5906 -0.9044 -1.0122 0.248
H 1.6861 1.5251 -0.2518 0.145
H 1.1740 -1.1716 -0.5524 0.139
```

Calculated values
net charge = 0
total energy = -321.161661 Ha
HOMO level = -9.57 eV
LUMO energy = -0.65 eV

Record 3
The following is a DFT calculation (ωB97M-V with the def2-TZVPD basis set) of a molecular structure, C20H17AuNP.

```
40
Properties=species:S:1:pos:R:3:lowdin_charge:R:1
Au 0.3701 -0.8986 -0.4318 0.868
C -1.4042 -0.1293 3.9334 -0.287
P -0.3010 0.0645 2.4678 0.972
C -0.9962 1.5333 1.6368 -0.427
C -2.3243 1.9470 1.7258 -0.104
C -2.7608 3.0681 1.0358 -0.081
C -1.8758 3.7871 0.2424 -0.081
C -0.5510 3.3877 0.1490 -0.080
C -0.1147 2.2714 0.8488 -0.139
C -0.9968 -1.3015 1.4391 -0.537
C -1.8854 -1.1626 0.3575 -0.200
C -2.4205 -2.3021 -0.2751 -0.087
C -2.0830 -3.5603 0.1617 -0.082
C -1.1845 -3.7156 1.2245 -0.079
C -0.6375 -2.6145 1.8367 -0.130
H -2.4589 -0.2217 3.6724 0.035
H -1.2642 0.7259 4.5950 0.041
H -1.1034 -1.0291 4.4698 0.032
H -3.0317 1.3968 2.3346 0.097
H -3.7941 3.3805 1.1162 0.104
H -2.2191 4.6602 -0.2968 0.104
H 0.1448 3.9466 -0.4631 0.105
H 0.9227 1.9632 0.7836 0.082
H -2.2494 -0.1798 0.0793 0.095
H -3.1106 -2.1751 -1.0984 0.109
H -2.5010 -4.4332 -0.3217 0.107
H -0.9070 -4.7082 1.5541 0.108
H 0.0726 -2.7378 2.6471 0.104
N 5.9550 0.6409 -5.0773 0.144
C 5.0898 0.3970 -4.3605 -0.192
C 4.0078 0.0931 -3.4641 -0.250
C 3.6648 -1.2310 -3.2060 -0.047
C 2.6220 -1.5157 -2.3391 -0.147
C 1.8947 -0.5015 -1.7073 -0.341
C 2.2589 0.8213 -1.9882 -0.146
C 3.2987 1.1233 -2.8521 -0.046
H 4.2166 -2.0293 -3.6851 0.114
H 2.3734 -2.5531 -2.1561 0.080
H 1.7175 1.6403 -1.5311 0.066
H 3.5659 2.1517 -3.0577 0.114
```

Calculated values
net charge = 0
total energy = -1304.098086 Ha
HOMO level = -8.76 eV
LUMO energy = 0.13 eV

Record 4
The following is a DFT calculation (ωB97M-V with the def2-TZVPD basis set) of a single C4H7NO2 molecule.

```
14
Properties=species:S:1:pos:R:3:lowdin_charge:R:1
C 0.0834 0.5503 -1.4084 0.007
C -0.4467 0.1575 -0.0139 -0.395
C 0.7911 0.1284 0.8763 -0.492
N 1.6082 -0.9168 0.5488 0.160
O 1.0888 1.0448 1.6171 0.083
C -1.7836 0.1727 0.6242 -0.051
O -1.2816 -0.9966 -0.0241 -0.031
H -0.5929 0.2803 -2.2213 0.087
H 0.4154 1.5885 -1.5194 0.091
H 0.9934 -0.0486 -1.5504 0.076
H 2.5912 -0.8936 0.7656 0.114
H 1.1852 -1.7834 0.2507 0.113
H -1.8812 0.0259 1.7061 0.122
H -2.6750 0.6524 0.2114 0.115
```

Calculated values
net charge = 0
SMILES = C[C@@]1(C(N)=O)CO1
total energy = -361.813871 Ha
HOMO level = -9.75 eV
LUMO energy = 0.86 eV

Record 5
The following is a DFT calculation (ωB97M-V with the def2-TZVPD basis set) of 4 unconnected molecules or ions with the total composition C3H14O3S.

```
21
Properties=species:S:1:pos:R:3:lowdin_charge:R:1
C 0.0152 -2.0956 -1.5155 -0.109
C -0.0887 -2.3871 -0.0123 -0.329
C 0.2533 -1.1287 0.7656 -0.598
S 0.0721 -1.2947 2.5859 0.677
H -0.1210 -2.9940 -2.1101 0.068
H 0.9890 -1.6517 -1.7053 0.069
H -0.7374 -1.3655 -1.7985 0.072
H -1.0881 -2.7139 0.2454 0.096
H 0.6592 -3.1369 0.2580 0.103
H -0.3407 -0.2605 0.4801 0.051
H 1.3044 -0.8441 0.6305 0.068
H -1.2623 -1.1770 2.6005 -0.154
O -0.7930 2.3329 1.2659 -0.063
H 0.1257 2.0411 1.1825 0.008
H -1.1634 1.8365 2.0011 0.040
O -1.0726 2.5882 -1.5929 -0.076
H -1.8110 3.1386 -1.8654 0.029
H -1.1896 2.4258 -0.6443 -0.013
O 1.7498 2.2641 -0.0704 -0.041
H 1.8681 2.0658 -1.0040 0.052
H 2.6310 2.3567 0.3031 0.051
```

Calculated values
net charge = 0
SMILES = CCCS.O.O.O
total energy = -746.602695 Ha
HOMO level = -9.16 eV
LUMO energy = 0.54 eV

Record 6
The following is a DFT calculation (ωB97M-V with the def2-TZVPD basis set) of a single C4H10N2O2 molecule at a distorted geometry.

```
18
Properties=species:S:1:pos:R:3:lowdin_charge:R:1
N -2.0943 0.0797 -1.6956 0.126
C -0.8126 -0.2653 -0.9680 -0.111
C -1.0010 0.0507 0.3670 -0.594
O -2.0160 0.6461 0.7886 -0.050
N -0.0604 -0.3369 1.3261 0.021
C 1.2533 -0.7853 1.0059 -0.197
C 2.2263 0.2880 0.4311 -0.254
O 2.4313 0.2542 -0.9603 -0.082
H -1.8724 0.0320 -2.6692 0.134
H -2.4329 0.9864 -1.3546 0.147
H -2.8134 -0.6030 -1.4631 0.148
H -0.2185 -0.9722 -1.5157 0.078
H -0.2812 0.0626 2.2357 0.139
H 1.7518 -1.2659 1.8482 0.112
H 1.1879 -1.5898 0.2554 0.117
H 3.1767 0.1366 0.9524 0.105
H 1.9298 1.3098 0.7124 0.118
H 1.5790 0.3678 -1.3876 0.043
```

Calculated values
net charge = 0
SMILES = [NH3+]/C=C(\[O-])NCCO
total energy = -418.341687 Ha
HOMO level = -7.65 eV
LUMO energy = 0.27 eV

Record 7
The following is a DFT calculation (ωB97M-V with the def2-TZVPD basis set) of 2 unconnected molecules or ions with the total composition CH7N6 at a distorted geometry.

```
14
Properties=species:S:1:pos:R:3:lowdin_charge:R:1
C 0.5931 -0.6026 -2.1793 -0.092
N 0.0721 -2.1000 -3.8835 0.162
N 1.0611 0.3471 -1.5291 0.110
N 0.5480 -1.3296 -3.0946 -0.014
N 1.7118 1.4367 0.3388 0.087
N -1.1612 -0.5688 1.2105 0.049
N 0.7322 0.7378 -0.3208 -0.089
H -1.8902 -1.1776 0.6711 0.141
H 0.6025 -2.3974 -4.7350 0.130
H 1.3228 2.2102 0.8416 0.098
H 2.6342 1.6781 0.1005 0.099
H -0.7021 -1.0096 2.0316 0.091
H -1.3899 0.3487 1.6078 0.077
H -0.0831 0.0057 0.3228 0.151
```

Calculated values
net charge = +1
total energy = -370.375501 Ha
HOMO level (spin up / spin down) = -12.70 / -12.83 eV
LUMO energy (spin up / spin down) = -5.09 / -4.98 eV

Record 8
The following is a DFT calculation (ωB97M-V with the def2-TZVPD basis set) of a molecular structure, C28H23IrN8O10S2 at a distorted geometry.

```
72
Properties=species:S:1:pos:R:3:lowdin_charge:R:1
Ir -1.1075 0.9894 -0.1577 1.589
O -3.3781 0.4463 0.2832 -0.192
N -3.8779 -0.4052 -0.4915 -0.005
N -3.1701 -0.7436 -1.5024 -0.155
O -1.9112 -0.2960 -1.6057 -0.185
C -3.5848 -1.8207 -2.3471 -0.177
C -2.9278 -2.0271 -3.5264 -0.012
C -3.3484 -3.0347 -4.3539 -0.069
C -4.3933 -3.8081 -3.9793 -0.066
C -5.1581 -3.5140 -2.8598 -0.052
C -4.7144 -2.5420 -2.0235 -0.019
H -2.1151 -1.4031 -3.9156 0.132
H -2.7875 -3.1218 -5.2566 0.112
H -4.6778 -4.6968 -4.5227 0.116
H -5.9381 -4.1784 -2.6268 0.104
H -5.1892 -2.4074 -1.0623 0.118
O 2.7330 1.7387 -3.1240 0.101
C 3.6563 1.6013 -2.1059 -0.204
C 4.9707 1.5036 -2.4092 0.022
C 5.9452 1.4426 -1.3966 -0.041
C 5.6071 1.4302 -0.1193 -0.068
C 4.2629 1.4864 0.2069 0.003
C 3.2643 1.6380 -0.7284 -0.070
C 1.8684 1.6526 -0.3433 -0.393
O 0.9799 1.6994 -1.2288 -0.055
N 1.6033 1.5910 0.9974 0.094
N 0.3429 1.7480 1.3051 -0.225
C 0.0621 1.6337 2.6260 -0.829
S 1.1747 1.0900 3.8564 1.023
C -0.0443 1.3806 5.1722 -0.470
C -1.4694 1.2080 4.6144 -0.513
S -1.6152 1.9683 3.0299 1.004
H 1.8854 1.7160 -2.7349 0.036
H 5.3274 1.4732 -3.4152 0.124
H 6.9395 1.3448 -1.6406 0.099
H 6.2996 1.3339 0.6369 0.095
H 3.8930 1.3851 1.2104 0.107
H 0.0868 2.4006 5.5145 0.083
H 0.1054 0.6177 5.9321 0.091
H -2.0948 1.6734 5.4028 0.107
H -1.6752 0.1369 4.5934 0.092
O -1.0067 -0.8932 1.3449 -0.095
C 0.1329 -1.2541 0.8402 -0.573
O 0.6917 -0.6920 -0.1203 -0.030
C 1.0089 -2.3085 1.4525 -0.100
C 2.1677 -2.7255 0.8635 0.082
C 2.8985 -3.7222 1.4852 -0.115
C 2.6108 -4.1640 2.7643 0.091
C 1.4540 -3.7041 3.3419 -0.091
C 0.5883 -2.8313 2.6786 0.092
N 1.2564 -3.9246 4.8037 -0.355
O 1.9479 -4.7505 5.2957 0.124
O 0.4345 -3.2387 5.4005 0.072
N 4.0631 -4.2772 0.8139 -0.328
O 4.6356 -5.2185 1.3246 0.103
O 4.4591 -3.7291 -0.2335 0.069
H 2.5148 -2.3528 -0.1420 0.163
H 3.2888 -4.8763 3.2946 0.159
H -0.2314 -2.4730 3.1926 0.102
N -3.8227 2.3909 -1.9668 0.150
C -2.7912 3.2999 -1.8438 -0.346
C -2.8243 4.4124 -2.6617 -0.013
C -1.8332 5.3513 -2.5660 -0.015
C -0.7812 5.1763 -1.6321 -0.032
C -0.7841 4.0180 -0.8861 -0.148
N -1.7676 3.0839 -0.9724 -0.002
H -4.5961 2.8722 -2.3799 0.098
H -4.0479 1.7530 -1.1889 0.071
H -3.6003 4.5026 -3.3511 0.106
H -1.9606 6.2166 -3.1402 0.103
H 0.0655 5.8579 -1.5384 0.117
H -0.0008 3.8698 -0.1778 0.085
```

Calculated values
2S+1 = 6
net charge = +1
total energy = -3171.304069 Ha
HOMO level (spin up / spin down) = -11.16 / -11.28 eV
expectation value of S² = 8.778
LUMO energy (spin up / spin down) = -3.40 / -5.74 eV

Record 9
The following is a DFT calculation (ωB97M-V with the def2-TZVPD basis set) of a single C29H33N3O4S molecule at a distorted geometry.

```
70
Properties=species:S:1:pos:R:3:lowdin_charge:R:1
C -3.1458 -5.0195 -2.9399 -0.087
O -3.2949 -3.6201 -2.9715 -0.081
C -2.7035 -2.8793 -1.9984 -0.273
C -2.8832 -1.4974 -2.0910 0.013
C -2.3246 -0.6524 -1.1563 -0.047
C -1.5807 -1.1616 -0.0954 -0.183
C -0.9330 -0.2748 0.9478 -0.125
C -1.5170 1.1423 0.9734 -0.427
O -0.8841 2.1440 0.7215 0.108
N -2.8131 1.1418 1.3373 0.115
C -3.6211 2.3435 1.3974 -0.304
C -4.5135 2.3218 2.6397 -0.145
C -5.6131 1.2663 2.5340 -0.200
C -6.4397 1.4689 1.2676 -0.204
C -5.5466 1.4344 0.0310 -0.199
C -4.4674 2.5088 0.1291 -0.142
N 0.5197 -0.2590 0.8136 0.070
C 1.2311 -0.9988 1.7163 -0.458
O 0.7058 -1.5707 2.6544 0.069
C 2.6701 -1.1420 1.4187 -0.415
S 3.8640 -0.8135 2.6308 1.110
C 5.0882 -1.3609 1.4988 -0.618
C 6.5244 -1.3407 1.8548 -0.081
N 4.6144 -1.7622 0.3766 0.093
C 3.2632 -1.6606 0.2977 -0.354
C 2.5770 -2.1295 -0.9378 -0.004
C 1.1454 0.6138 -0.0973 -0.221
C 2.1445 1.4786 0.3470 0.004
C 2.7827 2.3107 -0.5434 0.018
C 2.4334 2.3238 -1.8957 -0.153
C 3.1602 3.2554 -2.7913 -0.408
C 2.6291 3.4112 -4.1968 -0.019
O 4.1342 3.8681 -2.4120 0.082
C 1.4203 1.4707 -2.3286 -0.010
C 0.7921 0.6177 -1.4439 -0.004
C -1.4050 -2.5357 -0.0070 -0.015
C -1.9525 -3.3926 -0.9457 -0.005
H -3.6930 -5.3928 -3.8039 0.094
H -2.0948 -5.3137 -3.0230 0.096
H -3.5736 -5.4488 -2.0283 0.096
H -3.4645 -1.1102 -2.9126 0.121
H -2.4610 0.4140 -1.2571 0.114
H -1.1056 -0.7245 1.9382 0.159
H -3.2835 0.2633 1.4828 0.138
H -2.9075 3.1724 1.4618 0.147
H -4.9720 3.3062 2.7487 0.120
H -3.9002 2.1371 3.5235 0.117
H -6.2586 1.3304 3.4120 0.110
H -5.1759 0.2647 2.5268 0.106
H -7.2056 0.6942 1.1966 0.109
H -6.9453 2.4358 1.3186 0.115
H -6.1478 1.6029 -0.8646 0.111
H -5.0845 0.4487 -0.0651 0.102
H -4.9378 3.4933 0.1554 0.120
H -3.8143 2.4752 -0.7447 0.110
H 6.7034 -1.9335 2.7506 0.077
H 6.8491 -0.3206 2.0550 0.079
H 7.1022 -1.7465 1.0291 0.083
H 3.0609 -3.0383 -1.2880 0.086
H 1.5237 -2.3229 -0.7522 0.071
H 2.6650 -1.3753 -1.7196 0.083
H 2.3942 1.5130 1.3963 0.117
H 3.5560 2.9861 -0.2094 0.121
H 1.5781 3.6889 -4.1740 0.086
H 3.1988 4.1812 -4.7107 0.083
H 2.7325 2.4731 -4.7383 0.086
H 1.1235 1.4493 -3.3658 0.109
H 0.0240 -0.0511 -1.7990 0.110
H -0.8305 -2.9440 0.8119 0.121
H -1.7902 -4.4535 -0.8418 0.105
```

Calculated values
net charge = 0
SMILES = COc1ccc([C@H](C(=O)NC2CCCCC2)N(C(=O)c2sc(C)nc2C)c2ccc(C(C)=O)cc2)cc1
total energy = -1988.351976 Ha
HOMO level = -8.40 eV
LUMO energy = 0.37 eV